Record 1
The following is a quantum chemistry calculation of a structure of composition C39H35N8ORuSi in a non-equilibrium geometry, from OMol25.

Total charge: +3
Multiplicity: 5
Kohn-Sham gap (alpha / beta), Ha: 0.26513 / 0.17558
HOMO (alpha / beta), eV: -15.180 / -15.560
Lowest unoccupied orbital energy (alpha / beta), Ha: -0.2927 / -0.3963

```
85
C39H35N8ORuSi, DFT the ωB97M-V functional and the def2-TZVPD basis
Ru 0.420 1.359 -0.439
C -0.188 1.233 3.838
C 1.108 1.139 4.318
C 2.156 1.064 3.413
C 1.893 1.112 2.059
N 0.628 1.229 1.597
C -0.383 1.268 2.474
C 2.937 1.031 1.019
C 4.290 1.022 1.295
C 5.200 0.934 0.252
C 4.727 0.848 -1.046
C 3.363 0.876 -1.252
N 2.480 0.978 -0.253
H -1.037 1.269 4.506
H 1.302 1.118 5.382
H 3.170 0.964 3.769
H -1.373 1.312 2.057
H 4.641 1.089 2.315
H 6.264 0.930 0.454
H 5.400 0.761 -1.888
H 2.955 0.795 -2.244
N -1.291 0.981 -4.206
C -0.037 0.977 -4.770
C 0.836 1.126 -3.741
N 0.133 1.224 -2.561
C -1.152 1.142 -2.883
C -2.156 1.322 -1.859
N -1.784 1.450 -0.594
C -2.928 1.739 0.114
C -3.989 1.758 -0.735
N -3.482 1.496 -1.982
H -2.154 0.921 -4.725
H 0.126 0.844 -5.826
H 1.904 1.208 -3.809
H -2.953 1.910 1.174
H -5.034 1.950 -0.556
H -4.026 1.464 -2.829
N 0.797 7.790 -0.307
C 0.737 6.458 -0.389
C 1.783 5.637 0.083
C 1.665 4.279 -0.003
N 0.596 3.646 -0.531
C -0.397 4.432 -1.000
C -0.376 5.797 -0.953
H 1.598 8.251 0.090
H 0.052 8.371 -0.651
H 2.676 6.076 0.509
H 2.470 3.651 0.361
H -1.246 3.923 -1.439
H -1.209 6.366 -1.346
O 0.191 -0.827 -0.367
Si -0.329 -2.237 0.138
C 0.561 -2.941 1.614
C 1.300 -4.126 1.572
C 1.944 -4.602 2.710
C 1.858 -3.899 3.902
C 1.133 -2.714 3.960
C 0.496 -2.238 2.823
C -2.203 -2.256 0.447
C -3.048 -1.814 -0.584
C -4.424 -1.784 -0.402
C -4.970 -2.218 0.799
C -4.142 -2.658 1.827
C -2.763 -2.697 1.650
C -0.368 -3.579 -1.219
C 0.222 -3.315 -2.478
C 0.315 -4.330 -3.392
C -0.256 -5.603 -3.108
C -0.890 -5.859 -1.892
C -0.986 -4.848 -0.965
H 1.387 -4.691 0.649
H 2.509 -5.524 2.663
H 2.352 -4.276 4.788
H 1.054 -2.171 4.895
H -0.076 -1.318 2.882
H -2.625 -1.505 -1.537
H -5.069 -1.450 -1.206
H -6.045 -2.239 0.930
H -4.567 -2.984 2.767
H -2.136 -3.061 2.455
H 0.664 -2.347 -2.678
H 0.834 -4.169 -4.329
H -0.214 -6.383 -3.859
H -1.320 -6.830 -1.687
H -1.499 -5.027 -0.027
```

Record 2
The following is a quantum chemistry calculation of a cluster of 2 separate species, C5H15N2O in total in a non-equilibrium geometry, from OMol25.

Total charge: +1
Kohn-Sham gap, Ha: 0.25934
HOMO, eV: -14.296
ΔE to the lowest compared entry with this formula, charge and spin, kJ/mol: 623.2
Lowest unoccupied orbital energy, Ha: -0.2660

```
23
C5H15N2O, DFT the ωB97M-V functional and the def2-TZVPD basis
C -1.611 -0.098 1.696
C -0.373 -1.007 1.782
C -0.068 -1.674 0.470
C 0.158 -0.771 -0.832
C 1.414 -0.021 -1.170
N 1.158 1.475 -1.298
N -0.577 -1.010 -2.098
H -1.653 0.565 2.729
H -1.552 0.756 0.984
H -2.534 -0.792 1.610
H -0.387 -1.877 2.489
H 0.513 -0.530 2.266
H 0.958 -2.182 0.715
H -1.011 -2.335 0.116
H 2.099 -0.013 -0.277
H 0.181 1.023 -1.410
H 1.818 -0.505 -2.069
H 1.658 1.794 -2.183
H -0.413 -1.939 -2.607
H -1.540 -1.093 -1.763
H 0.486 2.094 0.455
H 0.508 3.263 1.412
O -0.040 2.493 1.203
```

Record 3
The following is a quantum chemistry calculation of a cluster of 2 separate species, CHF3O2P in total in a non-equilibrium geometry, from OMol25.

Total charge: -1
Kohn-Sham gap, Ha: 0.33075
HOMO, eV: -5.621
ΔE to the lowest compared entry with this formula, charge and spin, kJ/mol: 309.7
Lowest unoccupied orbital energy, Ha: 0.1242

```
8
CHF3O2P, DFT the ωB97M-V functional and the def2-TZVPD basis
C 0.254 -0.831 0.138
O 0.329 1.657 1.367
O 0.800 1.747 -1.130
F 1.336 -1.562 -0.326
F 0.027 -1.295 1.377
F -2.377 0.209 -0.829
P 0.249 1.071 0.010
H -0.617 -0.996 -0.607
```

Record 4
The following is a quantum chemistry calculation of an isolated molecule of C22H29N3O2, from OMol25.

Total charge: 0
SMILES: COc1cccc(CN2CCN(CC(=O)NCCc3ccccc3)CC2)c1
Kohn-Sham gap, Ha: 0.33733
HOMO, eV: -8.538
ΔE to the lowest compared entry with this formula, charge and spin, kJ/mol: 192.6
Lowest unoccupied orbital energy, Ha: 0.0236

```
56
C22H29N3O2, DFT the ωB97M-V functional and the def2-TZVPD basis
C -4.479 -3.232 1.219
O -5.421 -2.699 0.321
C -5.338 -1.376 0.005
C -6.306 -0.901 -0.884
C -6.303 0.423 -1.265
C -5.341 1.293 -0.776
C -4.380 0.833 0.109
C -3.329 1.751 0.672
N -2.010 1.145 0.602
C -1.569 0.979 -0.772
C -0.234 0.231 -0.786
N 0.806 0.904 -0.029
C 1.370 2.076 -0.673
C 2.785 2.370 -0.170
O 3.294 3.468 -0.266
N 3.391 1.296 0.366
C 4.777 1.271 0.751
C 5.623 0.456 -0.244
C 5.143 -0.966 -0.293
C 4.132 -1.339 -1.172
C 3.646 -2.635 -1.179
C 4.166 -3.576 -0.307
C 5.175 -3.215 0.570
C 5.656 -1.917 0.579
C 0.324 1.165 1.318
C -1.021 1.898 1.352
C -4.381 -0.502 0.500
H -4.735 -4.285 1.324
H -3.459 -3.143 0.832
H -4.539 -2.746 2.199
H -7.044 -1.593 -1.257
H -7.053 0.783 -1.954
H -5.342 2.329 -1.082
H -3.361 2.724 0.149
H -3.549 1.935 1.730
H -2.322 0.400 -1.311
H -1.457 1.955 -1.281
H 0.106 0.086 -1.813
H -0.380 -0.751 -0.326
H 1.458 1.880 -1.747
H 0.777 2.993 -0.557
H 2.875 0.426 0.345
H 4.867 0.838 1.753
H 5.120 2.308 0.772
H 5.540 0.918 -1.229
H 6.666 0.495 0.074
H 3.730 -0.611 -1.862
H 2.861 -2.911 -1.868
H 3.790 -4.588 -0.314
H 5.587 -3.946 1.250
H 6.442 -1.640 1.266
H 1.076 1.745 1.856
H 0.205 0.196 1.812
H -1.357 1.980 2.389
H -0.903 2.922 0.953
H -3.612 -0.826 1.182
```

Record 5
The following is a quantum chemistry calculation of a structure of composition C25H34NNdS in a non-equilibrium geometry, from OMol25.

Total charge: +2
Multiplicity: 4
Kohn-Sham gap (alpha / beta), Ha: 0.27987 / 0.28472
HOMO (alpha / beta), eV: -14.134 / -14.062
Lowest unoccupied orbital energy (alpha / beta), Ha: -0.2395 / -0.2321

```
62
C25H34NNdS, DFT the ωB97M-V functional and the def2-TZVPD basis
C -1.537 -1.486 -2.436
H -2.575 -1.150 -2.610
H -1.142 -1.830 -3.395
H -0.980 -0.572 -2.200
C -1.489 -2.638 -1.430
H -0.443 -3.011 -1.240
H -1.945 -2.349 -0.465
C -2.182 -3.861 -2.030
H -2.285 -4.678 -1.309
H -3.175 -3.600 -2.417
H -1.572 -4.233 -2.867
C 3.037 -0.964 -0.043
C 2.779 -2.353 -0.262
C 2.286 -2.494 -1.609
C 2.276 -1.206 -2.217
C 2.705 -0.258 -1.245
C 3.032 1.168 -1.523
C 2.086 -0.944 -3.668
C 1.913 -3.765 -2.298
C 2.746 -3.399 0.799
C 3.529 -0.337 1.219
Nd 0.485 -1.250 -0.055
H 1.836 0.105 -3.858
H 3.012 -1.168 -4.229
H 1.285 -1.561 -4.095
H 2.454 1.550 -2.373
H 2.806 1.806 -0.658
H 4.104 1.300 -1.764
H 3.174 -0.884 2.106
H 4.633 -0.328 1.253
H 3.188 0.706 1.309
H 2.121 -4.258 0.507
H 3.759 -3.776 1.008
H 2.343 -2.992 1.744
H 1.049 -3.624 -2.969
H 2.741 -4.158 -2.919
H 1.634 -4.552 -1.580
N -0.605 0.314 1.158
S -1.410 1.647 0.569
C -2.973 1.694 1.483
C -4.144 1.988 0.754
C -5.383 1.956 1.392
C -5.464 1.642 2.754
C -4.293 1.398 3.483
C -3.041 1.450 2.855
C -0.454 2.968 1.316
C 0.292 2.774 2.472
C 0.947 3.870 3.053
C 0.893 5.126 2.437
C 0.201 5.294 1.238
C -0.485 4.219 0.670
H -0.888 0.178 2.133
H -4.062 2.229 -0.308
H -6.296 2.174 0.828
H -6.433 1.586 3.251
H -4.347 1.171 4.551
H -2.127 1.295 3.432
H 0.357 1.780 2.917
H 1.486 3.726 3.990
H 1.401 5.974 2.904
H 0.181 6.268 0.740
H -1.042 4.322 -0.259
```

Record 6
The following is a quantum chemistry calculation of a cluster of 6 separate species, C45H98ClFN9O14 in total in a non-equilibrium geometry, from OMol25.

Total charge: +1
Kohn-Sham gap, Ha: 0.26157
HOMO, eV: -9.853
Lowest unoccupied orbital energy, Ha: -0.1005

```
168
C45H98ClFN9O14, DFT the ωB97M-V functional and the def2-TZVPD basis
N 3.757 -6.003 0.910
C 3.905 -5.040 2.027
C 2.726 -3.993 1.947
O 1.557 -4.593 1.358
C 3.107 -2.703 1.086
N 1.882 -1.879 0.993
C 1.897 -0.743 1.957
C 0.365 -0.304 2.100
C 0.330 0.791 3.229
N 1.452 1.761 3.150
O -0.343 -1.486 2.369
C -1.571 -1.268 3.025
O -1.654 -1.266 4.220
C -2.924 -1.090 2.254
C -3.713 0.133 2.266
C -4.987 0.101 1.523
C -5.457 -1.089 0.812
C -4.646 -2.324 0.788
C -3.376 -2.292 1.529
N 0.027 0.364 0.801
C 0.373 -0.414 -0.428
Cl -0.979 -1.487 -0.944
C 1.709 -1.276 -0.318
O 2.861 -0.587 -0.784
F 1.554 -2.355 -1.225
H 3.920 -6.937 1.294
H 4.456 -5.766 0.205
H 4.921 -4.566 2.103
H 3.736 -5.631 2.975
H 2.405 -3.673 2.982
H 0.778 -4.323 1.871
H 3.955 -2.197 1.634
H 3.488 -3.070 0.102
H 2.560 0.102 1.637
H 2.243 -1.124 2.954
H 0.434 0.243 4.210
H -0.633 1.378 3.254
H 1.109 2.615 3.603
H 2.216 1.461 3.768
H -3.375 1.033 2.823
H -5.657 0.998 1.523
H -6.435 -1.137 0.273
H -4.959 -3.259 0.271
H -2.782 -3.240 1.513
H -0.979 0.608 0.768
H 0.532 1.271 0.751
H 0.534 0.323 -1.266
H 2.663 -0.416 -1.729
C -8.801 -3.463 2.407
O -8.918 -2.910 1.104
C -8.865 -3.895 0.074
C -10.205 -3.977 -0.644
N -11.225 -4.565 0.221
C -12.582 -4.458 -0.315
C -13.176 -3.052 -0.447
O -13.403 -2.404 0.798
C -12.293 -1.682 1.304
H -8.751 -2.640 3.120
H -9.673 -4.077 2.650
H -7.887 -4.059 2.498
H -8.556 -4.873 0.454
H -8.106 -3.563 -0.643
H -10.097 -4.592 -1.543
H -10.482 -2.961 -0.951
H -11.200 -4.100 1.121
H -13.229 -5.031 0.356
H -12.621 -4.956 -1.289
H -14.162 -3.162 -0.906
H -12.599 -2.412 -1.123
H -11.667 -1.268 0.509
H -11.694 -2.314 1.964
H -12.678 -0.855 1.904
C 6.927 -4.740 -6.125
O 8.027 -4.637 -5.235
C 8.433 -3.290 -5.001
C 8.175 -2.909 -3.549
N 6.742 -2.795 -3.285
C 6.417 -2.665 -1.866
C 6.721 -3.861 -0.957
O 5.930 -5.010 -1.232
C 6.463 -5.877 -2.225
H 6.752 -5.798 -6.323
H 6.021 -4.317 -5.680
H 7.144 -4.240 -7.074
H 7.952 -2.589 -5.689
H 9.511 -3.248 -5.185
H 8.659 -1.951 -3.337
H 8.635 -3.677 -2.916
H 6.274 -3.618 -3.645
H 5.340 -2.469 -1.810
H 6.918 -1.777 -1.466
H 6.460 -3.561 0.063
H 7.785 -4.114 -0.934
H 7.555 -5.873 -2.239
H 6.073 -5.613 -3.210
H 6.125 -6.890 -2.001
C -14.309 -0.215 5.716
O -13.386 0.744 6.209
C -13.071 0.560 7.589
C -11.609 0.164 7.746
N -11.379 -1.190 7.247
C -9.964 -1.545 7.149
C -9.117 -0.776 6.129
O -9.480 -1.025 4.778
C -10.509 -0.184 4.276
H -14.567 0.061 4.693
H -13.867 -1.215 5.704
H -15.225 -0.219 6.315
H -13.735 -0.165 8.070
H -13.225 1.526 8.079
H -11.335 0.211 8.803
H -11.004 0.898 7.197
H -11.793 -1.277 6.327
H -9.926 -2.605 6.882
H -9.503 -1.454 8.138
H -8.088 -1.136 6.230
H -9.081 0.299 6.335
H -10.494 0.809 4.730
H -11.486 -0.649 4.421
H -10.356 -0.074 3.201
C 6.683 4.581 -4.964
O 7.237 3.332 -5.344
C 7.989 2.714 -4.301
C 7.302 1.434 -3.846
N 6.064 1.733 -3.128
C 5.240 0.554 -2.871
C 4.636 -0.160 -4.085
O 3.665 0.614 -4.779
C 4.193 1.469 -5.783
H 6.215 5.024 -5.843
H 5.917 4.450 -4.193
H 7.462 5.260 -4.604
H 8.164 3.393 -3.461
H 8.963 2.454 -4.726
H 7.976 0.877 -3.187
H 7.107 0.825 -4.737
H 5.519 2.391 -3.671
H 4.413 0.884 -2.233
H 5.819 -0.166 -2.285
H 4.099 -1.038 -3.708
H 5.397 -0.545 -4.769
H 5.091 1.058 -6.250
H 4.403 2.458 -5.370
H 3.430 1.591 -6.553
C 9.570 11.638 -2.722
O 10.129 10.391 -3.101
C 10.876 9.772 -2.055
C 10.190 8.488 -1.607
N 8.948 8.780 -0.895
C 8.125 7.598 -0.646
C 7.530 6.886 -1.866
O 6.563 7.656 -2.566
C 7.097 8.514 -3.564
H 9.107 12.081 -3.604
H 8.799 11.506 -1.957
H 10.345 12.319 -2.358
H 11.045 10.449 -1.213
H 11.854 9.515 -2.475
H 10.862 7.932 -0.946
H 10.002 7.881 -2.501
H 8.403 9.439 -1.440
H 7.294 7.923 -0.012
H 8.704 6.878 -0.058
H 6.995 6.006 -1.495
H 8.299 6.505 -2.548
H 8.001 8.108 -4.024
H 7.298 9.503 -3.148
H 6.339 8.635 -4.340
```

Record 7
The following is a quantum chemistry calculation of a structure of composition C34H29BN10PSV, from OMol25.

Total charge: +1
Multiplicity: 4
Kohn-Sham gap (alpha / beta), Ha: 0.25222 / 0.29735
HOMO (alpha / beta), eV: -10.091 / -11.383
ΔE to the lowest compared entry with this formula, charge and spin, kJ/mol: 0.0
Lowest unoccupied orbital energy (alpha / beta), Ha: -0.1186 / -0.1210

```
77
C34H29BN10PSV, DFT the ωB97M-V functional and the def2-TZVPD basis
V -0.578 0.355 0.578
C -4.443 -1.719 0.319
C -3.052 -1.745 0.323
N -2.549 -0.519 0.444
N -3.612 0.321 0.516
C -4.750 -0.377 0.442
B -3.400 1.855 0.614
N -2.624 2.181 1.907
C -2.939 2.975 2.936
C -1.882 2.987 3.826
C -0.936 2.151 3.238
N -1.384 1.666 2.084
N -2.566 2.323 -0.609
C -2.895 3.198 -1.568
C -1.847 3.296 -2.462
C -0.890 2.421 -1.954
N -1.323 1.831 -0.842
H -5.123 -2.546 0.228
H -2.390 -2.592 0.216
H -5.698 0.134 0.479
H -4.463 2.411 0.615
H -3.892 3.476 2.959
H -1.809 3.522 4.755
H 0.047 1.874 3.589
H -3.854 3.688 -1.544
H -1.787 3.908 -3.343
H 0.081 2.166 -2.351
S 5.491 -0.723 4.968
N 4.049 -1.444 4.998
C 3.343 -0.911 4.010
C 1.967 -1.254 3.680
C 1.216 -2.185 4.402
C -0.077 -2.437 4.006
C -0.586 -1.774 2.889
N 0.125 -0.908 2.179
C 1.385 -0.637 2.577
C 2.112 0.418 1.834
N 1.423 1.073 0.876
C 2.025 2.056 0.221
C 3.343 2.436 0.468
C 4.052 1.777 1.444
C 3.424 0.752 2.154
C 4.055 0.043 3.260
N 5.298 0.230 3.682
H 1.655 -2.679 5.258
H -0.706 -3.134 4.540
H -1.602 -1.938 2.554
H 1.426 2.566 -0.523
H 3.779 3.240 -0.106
H 5.073 2.044 1.682
C 0.893 -2.786 -0.579
P 0.294 -1.191 -1.253
C -0.826 -1.686 -2.592
C -0.497 -2.736 -3.452
C -1.342 -3.087 -4.490
C -2.524 -2.382 -4.688
C -2.854 -1.331 -3.849
C -2.009 -0.984 -2.802
C 1.771 -0.571 -2.126
C 1.663 0.093 -3.345
C 2.789 0.629 -3.955
C 4.036 0.498 -3.363
C 4.156 -0.177 -2.155
C 3.030 -0.702 -1.540
H 1.492 -3.344 -1.299
H 0.032 -3.390 -0.291
H 1.492 -2.617 0.317
H 0.428 -3.283 -3.318
H -1.079 -3.905 -5.147
H -3.184 -2.657 -5.501
H -3.771 -0.779 -4.003
H -2.277 -0.165 -2.148
H 0.698 0.179 -3.830
H 2.693 1.139 -4.905
H 4.913 0.906 -3.847
H 5.126 -0.299 -1.692
H 3.148 -1.224 -0.597
```

Record 8
The following is a quantum chemistry calculation of a structure of composition C3H9N3OS in a non-equilibrium geometry, from OMol25.

Total charge: 0
Kohn-Sham gap, Ha: 0.30562
HOMO, eV: -9.071
ΔE to the lowest compared entry with this formula, charge and spin, kJ/mol: 932.4
Lowest unoccupied orbital energy, Ha: -0.0277

```
17
C3H9N3OS, DFT the ωB97M-V functional and the def2-TZVPD basis
C -1.763 1.932 2.614
C -0.416 1.745 1.739
C -0.083 -0.098 0.209
H -2.744 2.023 1.749
H -2.354 0.853 3.234
H -1.643 2.755 3.659
H 0.435 1.711 2.761
H -0.063 2.356 0.880
H -1.140 -1.686 0.449
H 0.219 -2.868 -1.158
H 2.287 0.580 -0.048
H 0.412 1.065 -2.879
N -0.511 0.275 1.308
N -0.576 -1.390 -0.305
N 0.855 0.358 -0.636
O 0.320 -2.444 -0.337
S 1.077 -0.213 -2.243
```